No. 1
ORCA calculation (the ωB97M-V functional and the def2-TZVPD basis) on an isolated ion of composition C2H2N2OP and charge +1.

Output
E ... -16409.409 eV
SMILES string ... O=[N+]1N=CC=P1
LUMO (alpha / beta) ... -8.4 / -9.1 eV
Orbital gap (alpha / beta) ... 7.91 / 7.48 eV
Energy relative to the best compared isomer or geometry (same formula, charge and spin) ... 69.63 kcal per mole

ORCA input file:
```
! wB97M-V def2-TZVPD RIJCOSX def2/J DEFGRID3
* xyz 1 1
C -0.56 -0.69 -0.07
C -0.59 0.70 0.08
N -1.75 -1.30 -0.12
N -2.68 -0.47 -0.14
O -4.03 -0.74 0.23
P -2.19 1.34 -0.05
H 0.33 -1.31 -0.12
H 0.32 1.27 0.16
*
```

For reference, the natural (NBO) charges in units of e are:
1. C 0.147
2. C -0.689
3. N -0.105
4. N -0.013
5. O -0.048
6. P 1.134
7. H 0.272
8. H 0.301

No. 2
ORCA calculation (the ωB97M-V functional and the def2-TZVPD basis) on a 2-piece molecular cluster, C2H2N2OS overall.

Output
E ... -17966.766 eV
SMILES string ... C#[N+][S-].N=C=O
LUMO ... 0.3 eV
Orbital gap ... 9.28 eV
Energy relative to the best compared isomer or geometry (same formula, charge and spin) ... 50.98 kcal per mole

ORCA input file:
```
! wB97M-V def2-TZVPD RIJCOSX def2/J DEFGRID3
* xyz 0 1
C -1.32 -0.70 0.48
C 1.30 1.11 0.00
N -0.47 -1.34 0.00
N 0.38 1.22 -0.76
O 2.30 1.06 0.55
S 0.58 -2.15 -0.71
H -2.21 -0.32 0.91
H -0.56 1.12 -0.47
*
```

For reference, the natural (NBO) charges in units of e are:
1. C 0.022
2. C 0.856
3. N -0.413
4. N -0.775
5. O -0.488
6. S 0.142
7. H 0.260
8. H 0.397

No. 3
ORCA calculation (the ωB97M-V functional and the def2-TZVPD basis) on one molecule with the formula C2H2N2OS.

Output
E ... -17967.492 eV
SMILES string ... S=c1[nH]nco1
LUMO ... 0.4 eV
Orbital gap ... 9.27 eV
Energy relative to the best compared isomer or geometry (same formula, charge and spin) ... 34.22 kcal per mole

ORCA input file:
```
! wB97M-V def2-TZVPD RIJCOSX def2/J DEFGRID3
* xyz 0 1
C -0.18 0.37 -0.90
C 0.93 -0.64 0.69
H -1.77 0.78 0.51
H 1.83 -1.02 1.12
N -0.92 0.05 0.12
N -0.28 -0.65 1.16
O 1.02 -0.14 -0.54
S -0.63 1.25 -2.17
*
```

For reference, the natural (NBO) charges in units of e are:
1. C 0.293
2. C 0.318
3. H 0.449
4. H 0.212
5. N -0.436
6. N -0.262
7. O -0.424
8. S -0.151

No. 4
ORCA calculation (the ωB97M-V functional and the def2-TZVPD basis) on a 2-piece molecular cluster, C2H2N2S3 overall.

Output
E ... -37586.890 eV
LUMO (alpha / beta) ... 0.0 / -1.5 eV
Orbital gap (alpha / beta) ... 6.87 / 7.49 eV
Energy relative to the best compared isomer or geometry (same formula, charge and spin) ... 36.24 kcal per mole

ORCA input file:
```
! wB97M-V def2-TZVPD RIJCOSX def2/J DEFGRID3
* xyz 0 3
C -0.06 1.05 0.49
C -1.58 -1.21 0.34
N 0.96 0.58 -0.15
N 1.01 -0.12 -1.24
S -0.73 2.32 1.08
S -1.35 -1.79 1.74
S -1.78 -0.89 -1.21
H 1.81 0.85 0.33
H 1.72 -0.78 -1.38
*
```

For reference, the natural (NBO) charges in units of e are:
1. C -0.063
2. C -0.379
3. N -0.397
4. N -0.356
5. S 0.129
6. S 0.195
7. S 0.189
8. H 0.346
9. H 0.335

- Look up the E of the first one.
  -16409.409 eV